Entry 1:
A gas-phase ion, C2H6N5 (charge +1), computed with ωB97M-V with the def2-TZVPD basis set.

Structure (XYZ):
```
13
Properties=species:S:1:pos:R:3:forces:R:3
N 0.152 -1.836 0.055 0.942 -1.402 0.360
N 2.916 0.434 -0.098 1.766 0.677 0.256
N -0.145 1.821 -0.019 0.607 2.713 0.961
N -1.621 0.040 -0.030 0.542 1.183 0.021
N 0.643 -0.508 0.035 -2.434 1.515 0.386
C -0.433 0.556 0.072 2.844 -3.197 -0.427
C 1.931 -0.109 0.077 -2.003 -0.657 -0.755
H -0.957 2.381 -0.377 1.450 -0.245 0.767
H 0.682 -2.478 0.722 -0.983 1.511 -0.974
H -2.429 0.635 0.109 -0.166 -0.739 -0.160
H -1.501 -0.947 -0.173 -1.295 -0.973 0.267
H 0.670 2.337 0.498 -1.938 -1.552 -1.576
H 0.093 -2.327 -0.873 0.666 1.165 0.873
```
Positions in Å, forces in eV/Å.

Summary:
- M (g mol⁻¹) = 100.1
- orbital gap (Ha) = 0.4042
- total charge = +1
- HOMO (Eh) = -0.542
- ΔE to the lowest compared entry with this formula, charge and spin (kcal per mole) = 43.80

Atom charges from the Mulliken analysis, given in e for atoms 1 to 6: atom 1 (N): -0.810, atom 2 (N): -0.297, atom 3 (N): -0.387, atom 4 (N): -0.255, atom 5 (N): 0.310, atom 6 (C): 0.403


Entry 2:
10 unconnected molecules or ions with the total composition C21H65F3N5O14S, computed with ωB97M-V with the def2-TZVPD basis set.

Structure (XYZ):
```
109
Properties=species:S:1:pos:R:3:forces:R:3
S 0.343 -1.720 1.088 -0.398 -2.429 -0.184
F 1.549 0.592 0.972 0.341 0.294 -0.013
F -0.327 0.437 -0.138 0.504 0.050 -0.761
F -0.401 0.629 1.954 0.421 0.083 0.662
O -1.544 -3.539 3.236 0.680 -0.140 -0.182
O 1.347 -2.092 0.095 0.231 0.570 -0.046
O 4.422 2.104 -2.225 0.697 -0.377 0.530
O -2.017 -2.245 6.391 -1.032 -0.246 0.205
O 2.235 0.459 -3.931 0.494 -0.396 0.294
O 2.351 -4.252 2.917 0.203 -0.549 -0.633
O -3.731 -1.590 0.248 -0.105 0.441 -0.440
O 0.630 -2.202 2.437 0.428 1.507 -0.606
O 3.813 4.059 2.842 0.084 -0.169 -0.231
O 4.896 -3.343 2.068 -0.024 -0.493 -0.242
O -2.140 3.436 -3.066 0.057 -0.799 0.434
O -0.973 -2.199 0.645 0.347 1.025 0.242
O -5.324 0.763 -0.287 -0.058 -0.666 -0.456
O -3.956 -0.959 -3.173 0.168 0.056 -0.321
N -1.327 -4.753 -0.146 -0.276 -0.004 -0.470
N -3.285 4.521 -0.656 -0.512 0.218 -0.814
N -1.414 -2.315 -2.225 -0.497 -0.146 -0.535
N 3.149 -4.006 -0.151 0.343 0.891 -1.470
N 4.957 4.624 -0.729 -0.135 -0.880 0.844
C -3.083 -1.682 -4.020 -0.459 -0.765 -0.290
C 0.329 0.127 0.971 -1.570 -0.439 0.402
C 4.819 -4.259 3.166 -0.275 -0.398 0.798
C 2.690 3.263 3.084 -0.604 -0.010 1.056
C -2.434 -2.878 4.150 0.117 -0.731 -1.909
C -1.290 5.787 -0.259 0.615 0.691 0.049
C 4.322 4.927 0.578 0.190 0.083 -0.397
C 3.444 -4.101 3.824 -0.741 1.840 0.133
C -4.256 -0.713 1.242 -0.871 -0.625 0.706
C -5.596 -0.203 0.724 1.141 0.433 0.140
C 2.853 5.271 0.301 -0.078 0.218 0.151
C -1.292 3.965 -2.071 0.152 1.667 0.690
C -1.657 -1.703 -3.579 1.725 0.984 0.693
C 2.593 0.492 -2.550 -0.671 0.818 0.078
C -0.628 -2.235 -4.576 0.966 -0.800 0.531
C 4.500 3.815 1.627 0.271 -0.321 0.026
C -5.294 -1.086 -3.665 0.152 -0.215 0.491
C 3.035 1.900 -2.146 -0.699 0.359 0.387
C -2.100 5.046 -1.315 0.184 -0.177 0.596
C -2.246 2.028 -2.969 1.284 -0.383 -0.614
C -2.268 -3.402 5.552 1.338 1.131 0.793
H -5.792 -1.970 -3.251 0.170 -0.068 0.123
H -5.847 -0.212 -3.334 -0.041 0.115 -0.231
H -0.469 -1.699 -5.510 -0.750 0.064 -0.073
H 5.621 -4.032 3.870 -0.260 0.162 0.305
H -2.300 -5.035 -0.027 -0.027 0.166 -0.011
H 0.352 -2.105 -4.098 -0.056 0.111 0.149
H -6.128 0.357 1.492 -0.166 -0.371 0.129
H 4.241 2.825 1.225 -0.315 0.064 -0.157
H -3.473 -2.706 -4.091 0.211 -0.229 0.026
H 3.661 -4.019 0.737 -0.084 0.160 0.461
H 5.550 3.719 1.921 0.121 0.214 -0.294
H -0.870 3.271 -1.336 -0.409 -0.569 -0.180
H -3.635 0.150 1.491 0.309 -0.104 -0.255
H 2.513 2.719 -2.658 -0.174 -0.485 -0.601
H 1.848 3.487 2.422 0.037 -0.021 -0.079
H -0.528 -1.894 -1.957 0.066 -0.302 0.262
H -4.737 0.297 -0.903 -0.091 0.296 -0.162
H -3.102 -4.051 5.831 -0.043 0.317 0.387
H -1.183 -3.796 0.239 -0.029 0.287 0.625
H 5.968 4.607 -0.613 -0.007 0.132 -0.008
H -4.399 -1.322 2.142 -0.120 0.276 0.203
H -1.305 1.564 -3.308 0.166 0.116 0.000
H 2.839 2.175 3.139 0.547 0.006 -0.651
H -1.133 -4.603 -1.145 -0.102 -0.183 -0.098
H 2.763 5.980 -0.521 0.266 0.110 0.063
H -2.839 -1.825 0.499 0.433 0.026 0.212
H 1.744 -3.486 2.973 0.593 -0.436 -0.025
H -2.305 -1.802 4.012 -0.006 0.044 0.725
H 3.807 -3.803 -0.909 0.237 -0.534 0.163
H -3.127 -1.297 -5.045 0.059 0.242 0.004
H -0.737 -5.449 0.302 0.115 0.109 -0.031
H -1.827 6.574 0.273 -0.613 -0.295 -0.202
H 3.364 -0.222 -2.239 0.237 0.017 -0.424
H -2.973 1.629 -3.672 -0.507 0.311 0.365
H -0.645 -3.316 -4.740 -0.553 0.037 -0.255
H 2.328 5.696 1.158 0.163 -0.057 0.123
H -0.415 4.467 -2.497 -0.048 -0.126 -0.432
H 1.699 0.193 -1.997 -0.104 0.192 -0.082
H -6.136 -1.085 0.368 -0.373 0.267 -0.093
H -0.692 -3.057 3.159 -0.916 -0.307 0.316
H 4.782 2.142 -3.114 -0.358 0.091 -0.167
H -3.849 4.110 -1.393 -0.238 -0.306 0.479
H 2.888 1.004 -4.382 -0.136 -0.127 -0.304
H 3.394 -3.042 4.110 0.344 -0.015 0.257
H -2.083 -1.846 -1.613 -0.090 -0.194 0.066
H -3.118 3.861 0.091 0.191 -0.141 -0.126
H 5.562 -2.684 2.278 -0.028 0.078 -0.165
H 3.207 -4.632 4.747 0.680 -0.587 -0.168
H 2.402 3.469 4.118 -0.246 0.362 -0.172
H 4.721 3.650 -0.930 0.103 0.291 -0.443
H -0.435 6.355 -0.640 0.188 -0.497 -0.276
H 4.913 5.762 0.958 -0.605 0.437 0.147
H -1.941 -2.558 7.299 -0.026 0.141 -0.023
H 2.638 -4.854 -0.367 0.106 -0.153 0.245
H 2.265 4.406 -0.025 0.229 -0.262 0.092
H -0.940 5.109 0.525 0.102 -0.147 -0.138
H -3.397 -3.134 3.696 -0.216 0.171 0.592
H 2.506 -3.174 -0.224 -0.293 -0.322 1.001
H 5.053 -5.288 2.881 -0.342 0.051 -0.580
H -2.347 1.676 -1.940 -0.668 0.097 0.030
H -5.292 -1.218 -4.748 -0.117 0.413 -0.069
H -1.246 -0.698 -3.411 -0.947 0.471 -0.493
H -1.315 -3.923 5.683 -0.358 -0.758 -0.816
H 2.709 2.112 -1.121 0.571 -0.351 0.231
H -2.468 5.702 -2.108 0.087 0.299 0.186
```
Positions in Å, forces in eV/Å.

Summary:
- M (g mol⁻¹) = 700.8
- orbital gap (Ha) = 0.2520
- total charge = +1
- HOMO (Eh) = -0.374

Atom charges from the Mulliken analysis, given in e for atoms 1 to 6: atom 1 (S): 1.615, atom 2 (F): -0.143, atom 3 (F): -0.129, atom 4 (F): -0.204, atom 5 (O): -0.478, atom 6 (O): -1.215


Entry 3:
A single CHN3O molecule, computed with ωB97M-V with the def2-TZVPD basis set.

Structure (XYZ):
```
6
Properties=species:S:1:pos:R:3:forces:R:3
O 0.203 1.252 0.070 -2.513 -1.581 0.791
N -0.362 -0.959 0.460 1.756 -1.186 -0.303
N 1.939 -0.502 -0.149 -2.007 -1.700 0.660
N 0.984 -1.034 0.140 -0.727 2.333 -0.062
C -0.657 0.385 0.379 2.557 2.935 -0.927
H -1.715 0.690 0.610 0.933 -0.802 -0.159
```
Positions in Å, forces in eV/Å.

Summary:
- M (g mol⁻¹) = 71.0
- orbital gap (Ha) = 0.3604
- total charge = 0
- HOMO (Eh) = -0.396
- ΔE to the lowest compared entry with this formula, charge and spin (kcal per mole) = 82.73

Mulliken charges in e: atom 1 (O): -0.552, atom 2 (N): -0.474, atom 3 (N): -0.126, atom 4 (N): 0.539, atom 5 (C): 0.254, atom 6 (H): 0.359


Entry 4:
2 unconnected molecules or ions with the total composition CHN4O2, computed with ωB97M-V with the def2-TZVPD basis set.

Structure (XYZ):
```
8
Properties=species:S:1:pos:R:3:forces:R:3
O 0.872 0.450 0.663 0.273 -0.148 0.234
O -0.759 -0.899 0.267 1.154 -0.502 -1.144
N 3.703 1.118 0.554 1.429 0.968 -0.110
N 4.310 0.347 -0.123 -1.700 2.415 2.181
N 3.975 -0.713 -0.632 -1.168 -2.535 -1.041
N 2.544 -0.914 -0.290 0.913 -1.820 -1.287
C 1.875 -0.066 0.291 0.183 1.083 0.021
H -0.171 -1.288 -0.446 -1.084 0.539 1.145
```
Positions in Å, forces in eV/Å.

Summary:
- M (g mol⁻¹) = 101.0
- orbital gap (spin up / spin down) (Ha) = 0.1917 / 0.1914
- total charge = -1
- HOMO (spin up / spin down) (Eh) = -0.132 / -0.131
- ΔE to the lowest compared entry with this formula, charge and spin (kcal per mole) = 162.35

Atom charges from the Mulliken analysis, given in e for atoms 1 to 6: atom 1 (O): -0.335, atom 2 (O): -0.800, atom 3 (N): -0.329, atom 4 (N): 0.305, atom 5 (N): -0.479, atom 6 (N): -0.246


Entry 5:
26 unconnected molecules or ions with the total composition C6H64NO30S, computed with ωB97M-V with the def2-TZVPD basis set.

Structure (XYZ):
```
102
Properties=species:S:1:pos:R:3:forces:R:3
S 2.713 -1.565 -0.178 4.016 -4.462 -1.265
O -2.184 3.623 -0.396 2.727 0.136 0.334
O 5.303 5.279 -0.787 1.599 0.622 0.974
O 1.688 -0.876 -0.973 -0.910 0.610 -0.806
O 2.952 -2.980 -0.703 -0.792 2.366 0.538
O 4.988 1.570 -0.669 4.980 3.009 -2.086
O -1.041 5.724 0.753 2.037 0.896 3.213
O 0.911 -6.707 -1.523 5.309 -0.686 0.449
O -3.502 -6.565 -2.396 -3.168 -4.851 -1.621
O -5.705 -4.257 1.143 -1.653 3.764 0.394
O -2.221 1.353 -1.788 -1.141 0.010 -0.473
O -0.656 0.300 4.581 -2.136 1.283 -0.105
O 0.451 7.970 -0.970 -4.449 0.651 0.039
O -3.198 -3.358 2.905 5.797 2.906 -5.233
O -2.152 -3.075 0.260 -0.695 -1.932 1.653
O 1.887 -0.520 3.492 -2.850 -1.781 -0.743
O 1.486 3.115 0.732 -1.624 0.066 -2.647
O 3.277 7.379 -0.088 -1.889 -1.995 0.573
O -1.433 -7.561 -0.319 -3.671 0.155 2.220
O 0.285 5.271 3.789 -13.921 4.074 1.937
O 0.913 -4.476 0.160 -1.406 -4.292 -1.415
O 2.106 3.200 3.400 2.417 -0.286 10.121
O 4.812 3.485 1.442 0.788 0.193 -2.607
O -1.924 -4.828 -4.230 1.019 4.097 -3.992
O 2.228 -1.645 1.182 -1.300 -0.038 1.830
O -4.275 -1.030 -3.072 2.886 10.605 0.683
O -1.532 2.999 3.858 0.580 0.711 -0.740
O 1.119 0.282 -3.192 -2.859 -2.340 -2.280
O 3.562 1.716 -3.162 -6.131 3.864 -5.970
O 4.004 -0.867 -0.242 -0.379 0.775 0.075
O -4.486 -4.319 -3.604 1.100 5.733 1.004
N -0.492 -0.024 -0.133 -0.098 3.570 0.047
C 1.698 4.329 -0.059 -1.051 3.049 3.720
C 0.033 1.166 0.695 -1.575 0.422 -5.368
C 0.906 2.087 -0.126 3.058 -2.033 1.319
C -1.512 -2.152 -0.431 3.535 0.146 -4.020
C -1.190 -1.094 0.502 1.044 1.657 3.170
C -2.313 -4.329 -0.364 3.610 -1.953 15.417
H 0.458 -0.404 -0.326 0.586 -0.603 -1.998
H -3.999 -3.547 3.138 -7.529 -2.190 3.243
H -4.257 -5.072 -3.191 1.730 -4.133 3.186
H 0.961 4.617 -0.832 0.507 -1.045 0.128
H -1.061 0.423 -0.841 0.434 -0.509 -1.020
H 4.934 2.915 0.610 -0.308 0.470 1.035
H -2.401 2.932 4.211 -1.002 -0.076 0.425
H -2.070 -1.733 -1.239 -1.228 0.474 -0.838
H 0.288 7.351 -0.266 -0.606 -0.617 0.593
H 1.028 -6.030 -0.822 -1.134 0.244 -0.192
H -2.073 -0.732 1.057 0.134 -0.170 -0.283
H -3.039 -4.747 0.359 0.419 -0.808 -1.141
H -1.028 -7.414 0.531 -0.709 0.398 1.171
H -1.421 -4.893 -0.551 1.110 -0.403 1.226
H 1.766 1.518 -0.672 -1.517 0.868 1.095
H 1.996 -6.903 -1.568 -4.389 0.339 -0.350
H -2.301 2.806 -0.829 0.308 -1.358 -1.011
H 1.552 5.261 0.718 0.236 -2.294 -1.555
H 3.504 8.255 -0.110 0.340 3.792 0.302
H -3.164 1.345 -1.579 -0.094 -0.380 0.428
H -0.644 -7.662 -0.726 4.132 -0.502 -3.560
H 2.810 1.222 -2.896 -1.232 -0.684 -0.104
H -0.561 4.581 3.692 3.677 2.124 0.527
H -5.535 -5.099 1.425 0.978 -3.602 0.803
H -2.548 -4.222 -1.174 -6.176 2.279 -15.737
H -3.019 3.951 -0.257 -2.973 1.549 0.725
H 2.078 3.076 2.568 -0.852 -1.103 -10.129
H 1.320 -0.185 -2.371 0.566 -0.343 0.612
H 2.877 2.604 3.644 -1.549 1.275 0.060
H 0.014 0.205 3.917 1.495 -0.929 0.232
H -6.269 -3.925 1.889 0.633 -0.128 -1.181
H 4.587 2.826 2.061 -0.425 -1.014 1.333
H 2.053 -1.072 2.672 0.084 0.576 0.320
H 5.293 4.658 -0.036 -0.681 0.036 -0.183
H -0.557 -2.528 -1.105 -1.622 0.513 2.163
H 0.555 -0.480 -3.666 2.028 2.693 1.298
H 0.477 0.681 1.351 5.026 -4.060 6.345
H 0.988 4.887 3.612 10.167 -6.222 -2.477
H 1.335 7.936 -1.063 4.895 -0.183 -0.619
H 4.034 7.020 -0.492 1.492 -1.872 -0.874
H -1.572 -5.619 -4.064 2.185 -4.806 1.200
H -4.043 -7.539 -2.617 2.124 4.447 0.539
H 4.187 1.434 -2.678 7.386 -3.012 5.800
H -4.740 -0.846 -2.328 -2.262 -0.234 3.085
H 2.658 -0.068 3.665 2.613 1.453 0.489
H 6.113 5.773 -0.503 -0.867 -0.299 -0.760
H -4.284 -1.787 -3.406 -0.624 -10.460 -3.713
H -0.538 -0.144 5.415 0.835 -0.355 -0.251
H 0.213 2.334 -0.838 -1.137 2.241 -2.237
H -2.543 -4.645 -3.605 -2.554 0.753 2.455
H -5.057 -4.664 -4.187 -3.504 -1.238 -3.957
H -2.306 1.380 -2.746 0.756 -0.094 -0.449
H -0.427 5.482 1.566 -1.876 0.745 -2.209
H 1.814 -4.422 -0.089 1.732 1.830 -0.116
H 2.726 4.478 -0.269 0.899 -0.487 -1.002
H 0.595 -3.790 0.661 -0.261 2.660 1.740
H 4.627 0.805 -0.286 -0.674 -3.022 0.728
H 6.011 1.428 -0.978 -4.156 0.016 1.443
H -1.146 2.129 3.958 0.340 -0.601 0.416
H -3.023 -6.933 -1.668 1.251 0.125 1.352
H -0.721 1.589 1.202 -3.102 2.269 1.234
H -1.117 4.926 0.259 -0.070 -1.132 -0.565
H -0.418 -1.328 1.244 -0.594 -1.119 0.380
H -3.481 -3.014 1.966 1.808 -0.800 2.058
```
Positions in Å, forces in eV/Å.

Summary:
- M (g mol⁻¹) = 662.6
- orbital gap (Ha) = 0.2607
- total charge = -1
- HOMO (Eh) = -0.212
- ΔE to the lowest compared entry with this formula, charge and spin (kcal per mole) = 48.51

Atom charges from the Mulliken analysis, given in e for atoms 1 to 6: atom 1 (S): 1.069, atom 2 (O): -0.611, atom 3 (O): -0.644, atom 4 (O): -0.616, atom 5 (O): -0.879, atom 6 (O): -0.629